(a)
C48H72O36 | wB97M-V/def2-TZVPD

Properties
HOMO energy, Eh: -0.388
Gap between HOMO and LUMO, eV: 10.329
Total charge: 0
SMILES string: C[C@H]1COC(=O)O1.C[C@H]1COC(=O)O1.C[C@H]1COC(=O)O1.C[C@H]1COC(=O)O1.C[C@H]1COC(=O)O1.C[C@H]1COC(=O)O1.C[C@H]1COC(=O)O1.C[C@H]1COC(=O)O1.C[C@H]1COC(=O)O1.C[C@H]1COC(=O)O1.C[C@H]1COC(=O)O1.C[C@H]1COC(=O)O1

Geometry (Å):
O -9.3072 0.7849 3.8611
O -0.4681 -4.8869 6.2070
O -1.6901 -1.7604 0.9575
O 6.0763 -5.1970 2.2280
O -1.9176 -13.3373 9.1607
O -7.9645 -8.5983 4.3360
O -8.3885 -10.8201 12.4025
O -8.4876 -3.1264 9.6812
O -10.0580 -3.3117 11.3463
O 7.6948 -6.0604 3.6918
O 4.3927 -6.4875 9.6771
O -8.9542 -7.7078 6.0437
O 3.4100 -1.5434 8.4056
O -0.6835 -13.6343 10.9603
O -7.2566 0.6169 3.0915
O -7.6338 0.2376 5.3181
O -5.1553 4.2120 9.1145
O -2.5473 -3.9769 6.1689
O 4.7049 -1.5339 10.1618
O -2.2238 -5.9366 7.1416
O -7.5795 -9.9776 14.4318
O 0.3057 -5.4074 13.2271
O -0.9018 -4.2471 11.7239
O -1.8863 -0.6165 2.9228
O -2.2193 -15.2255 10.4501
O 5.5150 -0.6234 8.2803
O 0.0219 -6.3463 11.2658
O 0.1056 -1.3612 2.4695
O -3.2248 5.4696 9.5580
O -7.3520 -9.3757 6.4016
O 5.6892 -5.0627 4.4220
O -3.1404 3.4383 8.6897
O 5.4717 -7.9784 8.2949
O -6.3923 -9.6093 12.6252
O 3.4430 -7.4403 7.9348
O -8.8434 -5.0615 10.7481
C -10.5480 1.8120 2.1701
C 3.6303 -8.6787 7.2682
C -3.3921 1.2653 8.1661
C 1.1940 -6.5258 13.2235
C -7.9720 -8.5418 5.6689
C -0.9980 -12.2376 9.1607
C 1.4278 0.0791 3.7885
C -7.5423 -10.2077 13.1046
C 2.8829 -1.1465 11.5545
C -11.9434 -4.0066 12.3010
C -3.8177 4.4545 9.2068
C -1.0703 -0.1505 3.9746
C 2.7252 -2.3044 9.2974
C -9.2927 -6.8485 4.9640
C 4.7606 -4.7488 2.2940
C -3.9216 2.6283 7.8735
C -0.2520 -5.2259 12.0328
C -5.3217 2.9903 8.3150
C -4.9995 -7.7788 13.3517
C 4.5402 -4.6263 3.7727
C 4.4538 -7.2582 8.7076
C -6.4430 -9.2188 14.8512
C -3.5967 -5.6434 7.2570
C -5.4887 -9.1519 13.6604
C -1.5776 -10.8334 9.1077
C -1.6470 -4.8838 6.5468
C -0.2311 -12.3655 10.4420
C 3.7492 -5.6315 1.5681
C 2.9471 -8.7430 5.8868
C 0.2521 -0.8972 3.7210
C -4.7821 -3.8274 5.7399
C -9.9143 -5.5396 11.5719
C -8.6235 -7.4675 3.7705
C 3.5467 -2.0494 10.6336
C -1.1545 -1.2758 2.0028
C -1.7350 -14.1140 10.2491
C 5.1774 -8.6325 7.0928
C 0.7783 -7.2888 11.9999
C -9.5266 -8.1296 2.7218
C -10.4581 -4.3124 12.1931
C 4.6574 -1.1670 8.8945
C -7.9880 0.5435 4.2216
C 6.6297 -5.4317 3.4535
C -9.0922 -3.7806 10.5255
C -9.4667 0.8177 2.4994
C 1.0012 -7.2611 14.6376
C -8.0648 1.0964 2.0604
C -3.7726 -4.1939 6.8191
H -6.7093 -8.2468 15.2664
H 2.9154 -3.3121 8.9279
H -5.8308 -7.1103 13.1276
H 1.6563 -2.2255 9.4956
H -9.7306 -0.2066 2.2362
H 0.2666 -8.2190 12.2465
H -5.6088 2.1586 8.9584
H -4.7354 -4.4229 4.8281
H 5.5217 -9.6661 7.0571
H 1.9164 -8.4206 6.0346
H 2.8771 -9.7349 5.4405
H -12.0639 -2.9727 12.6243
H -12.4951 -4.1674 11.3748
H 2.2238 -6.1734 13.1657
H -0.3093 -12.5030 8.3586
H -0.0226 -7.5265 14.9013
H 0.2848 -1.6712 4.4877
H 3.8321 -2.9948 11.0949
H -3.6966 2.9031 6.8430
H -4.4491 -7.3779 14.2028
H -3.5125 0.9907 9.2141
H 1.6144 -7.6393 11.3947
H -7.8917 -6.7069 3.4985
H -4.7045 -9.9063 13.7244
H -4.5343 -2.8314 5.3729
H 3.7108 -5.2372 4.1292
H -9.0121 -5.7995 5.0591
H -10.4201 -8.5643 3.1699
H -7.8219 0.7056 1.0723
H -3.9614 -5.6866 8.2833
H 0.8418 -12.4872 10.2931
H -1.4534 -0.4554 4.9485
H 1.6071 -8.1125 14.9474
H -3.8957 0.5612 7.5038
H -11.4596 1.4177 2.6192
H 4.3549 -3.5533 3.8220
H -2.3266 1.2550 7.9363
H -2.1919 -10.6053 9.9788
H 5.3432 -8.1072 6.1523
H 1.1718 0.9987 3.2623
H 3.5605 -0.7372 12.3037
H -10.3615 -6.9821 4.7973
H -10.2740 2.7639 2.6249
H -9.0224 -8.9167 2.1612
H -3.8587 -3.5730 7.7108
H -12.3145 -4.7354 13.0216
H -2.2466 -10.7014 8.2573
H -10.0323 -4.0955 13.1727
H 2.0567 -1.5860 12.1133
H -0.8194 0.9062 3.8820
H 1.2774 -6.5068 15.3743
H 2.6970 -5.5483 1.8403
H 3.7559 -5.4102 0.5008
H 1.7035 0.0882 4.8430
H -10.5540 -6.1169 10.9044
H -7.9216 2.1706 1.9431
H 3.4680 -8.1872 5.1071
H -9.8517 -7.3469 2.0364
H -10.5789 1.8547 1.0814
H 4.7230 -3.7891 1.7785
H 3.2492 -9.5506 7.7999
H -5.8365 -3.8935 6.0080
H -4.2101 -7.7796 12.6000
H -0.4319 -11.5759 11.1660
H -5.9924 -9.7648 15.6801
H 2.2899 -0.2757 3.2237
H 4.1741 -6.6333 1.6296
H -4.1486 -6.2654 6.5524
H -6.0368 3.1357 7.5054
H 2.4743 -0.2687 11.0540
H -9.5122 -6.2903 12.2522
H -0.8233 -10.0706 8.9149

=====

(b)
C48H72O36 | wB97M-V/def2-TZVPD

Properties
HOMO energy, Eh: -0.382
Gap between HOMO and LUMO, eV: 10.621
Total charge: 0
SMILES string: C[C@H]1COC(=O)O1.C[C@H]1COC(=O)O1.C[C@H]1COC(=O)O1.C[C@H]1COC(=O)O1.C[C@H]1COC(=O)O1.C[C@H]1COC(=O)O1.C[C@H]1COC(=O)O1.C[C@H]1COC(=O)O1.C[C@H]1COC(=O)O1.C[C@H]1COC(=O)O1.C[C@H]1COC(=O)O1.C[C@H]1COC(=O)O1

Geometry (Å):
O -12.0268 -0.2845 -18.5497
O -7.2965 -7.7497 -20.9692
O -3.2983 -11.5334 -17.8445
O -7.2386 -4.9991 -14.3444
O -7.2164 -11.3897 -20.2064
O -12.3997 -5.2644 -21.5067
O -13.8464 -4.0682 -20.3141
O -5.7087 -13.0017 -20.1627
O -11.1954 -9.7987 -16.0908
O -9.3061 -4.8621 -15.2129
O -9.4630 -11.2281 -16.0269
O -2.8968 -9.9853 -19.4316
O -13.0931 -11.0128 -13.5622
O -10.1227 -1.2289 -22.1361
O -3.9097 -4.6301 -23.8495
O -9.0657 -6.8959 -19.8443
O -8.3247 -2.2349 -21.2607
O -12.1679 -2.2748 -17.5703
O -8.9755 -5.6091 -13.1138
O -7.5930 -8.1639 -18.7901
O -4.7791 -9.9347 -18.2121
O -4.7542 -8.9158 -24.7673
O -2.8860 -6.3173 -22.7748
O -11.5059 -12.0241 -15.9658
O -12.5485 -5.5761 -19.2815
O -11.3096 -11.9810 -12.5908
O -11.7206 -9.7980 -12.3319
O -13.8582 -0.8130 -17.3439
O -6.8117 -8.0401 -24.6867
O -4.7637 -5.4739 -21.9479
O -6.6831 -10.3886 -13.3417
O -6.5547 -10.2406 -24.5497
O -5.5659 -8.7192 -14.3498
O -7.6403 -8.3880 -13.5360
O -9.4716 -3.2749 -22.8396
O -7.3619 -13.0457 -18.6759
C -7.8592 -5.5764 -12.1720
C -8.7178 -4.3232 -22.2017
C -3.8763 -12.0531 -15.5476
C -3.8796 -5.4298 -22.9690
C -6.2961 -11.0584 -21.2640
C -10.7489 -0.8715 -18.7700
C -8.3651 -8.0213 -16.4990
C -10.7655 -10.9043 -15.9622
C -9.4006 -2.1726 -22.0838
C -8.0125 -10.5400 -12.7718
C -9.5274 -7.0424 -18.4793
C -10.2249 -3.3970 -18.4733
C -12.8633 -4.2407 -22.3966
C -11.0733 -14.2012 -16.8331
C -12.0315 -7.6960 -13.4514
C -8.1581 -8.5309 -24.5553
C -5.3825 -10.7318 -17.1890
C -10.6816 -13.2001 -15.7751
C -9.0781 -7.9750 -25.5949
C -14.0759 -3.6645 -21.6793
C -7.8133 -3.5622 -21.2005
C -3.1219 -7.0635 -21.5620
C -6.8278 -12.5181 -19.6073
C -8.4025 -9.0729 -12.5479
C -13.6046 -9.6734 -13.6743
C -4.3716 -11.8655 -16.9586
C -8.5828 -5.1053 -14.3000
C -4.2382 -6.2905 -20.8776
C -14.1904 -2.1589 -21.7348
C -10.7705 -2.1315 -17.8926
C -7.9456 -11.3936 -11.5413
C -12.7862 -1.0921 -17.7722
C -7.9676 -10.0667 -24.6661
C -1.8253 -7.2044 -20.8141
C -7.9449 -7.6326 -19.9694
C -4.9181 -12.9419 -22.3726
C -11.9945 -11.0264 -12.8094
C -9.2580 -12.6345 -15.8637
C -5.9290 -9.0483 -24.6844
C -5.1564 -12.0800 -21.1501
C -6.5391 -9.1429 -13.8077
C -12.7155 -8.8381 -12.7175
C -3.6059 -10.4660 -18.6055
C -6.6577 -5.4548 -13.0948
C -12.9375 -5.0662 -20.2850
C -7.9681 -5.0894 -23.2495
C -5.6242 -4.4419 -12.6080
C -8.7710 -8.2285 -17.9338
H -9.9616 -0.2184 -18.3975
H -6.7616 -3.6821 -21.4616
H -4.8549 -12.7878 -17.2950
H -8.4964 -10.5392 -23.8447
H -7.9324 -4.0082 -20.2131
H -12.1254 -14.4447 -16.6507
H -1.1458 -7.8834 -21.3228
H -10.2910 -1.9412 -16.9262
H -8.2381 -10.4497 -25.6489
H -13.2939 -8.4756 -11.8718
H -4.7258 -12.3809 -14.9449
H -4.6465 -4.7929 -12.9446
H -6.1603 -6.3637 -13.4227
H -4.2299 -11.6349 -20.7974
H -8.0062 -4.7034 -11.5393
H -5.5685 -10.1308 -16.2973
H -10.5199 -15.1335 -16.7424
H -14.6388 -9.6956 -13.3341
H -1.9751 -7.5223 -19.7842
H -10.0531 -8.4549 -25.5270
H -8.7485 -12.9865 -16.7592
H -9.2896 -7.9855 -15.9239
H -9.1810 -3.2557 -18.7549
H -10.9913 -13.5863 -14.8043
H -11.5806 -7.0504 -12.6900
H -5.7586 -13.6066 -22.5633
H -1.3447 -6.2222 -20.7882
H -8.6029 -8.0859 -26.5709
H -8.6640 -12.7750 -14.9628
H -13.1044 -4.6043 -23.3926
H -3.8739 -5.5816 -20.1255
H -8.9605 -11.7428 -11.3178
H -3.9967 -13.5129 -22.2847
H -9.4155 -4.9757 -21.6719
H -12.7707 -7.0585 -13.9346
H -6.8536 -11.1242 -22.1918
H -11.0702 -13.7884 -17.8412
H -12.0471 -3.5189 -22.4871
H -9.2369 -6.9026 -25.4787
H -7.6867 -8.7887 -16.1389
H -3.5433 -8.0239 -21.8772
H -3.1537 -12.8687 -15.5345
H -9.4628 -9.0395 -12.7872
H -7.2141 -4.4217 -23.6763
H -10.7838 -3.7160 -19.3587
H -14.8942 -1.8100 -20.9814
H -7.4883 -5.9939 -22.8795
H -14.5486 -1.8144 -22.7042
H -9.2510 -9.1987 -18.0590
H -7.8470 -7.0634 -16.4315
H -10.6170 -7.1141 -18.5103
H -11.2587 -8.0619 -14.1190
H -5.5840 -4.4107 -11.5198
H -3.4436 -11.1421 -15.1396
H -7.6338 -10.8656 -10.6396
H -13.5499 -9.3646 -14.7149
H -10.5858 -1.0764 -19.8267
H -13.1996 -1.7461 -21.5414
H -8.5669 -5.4238 -24.0989
H -9.3951 -6.0924 -17.9597
H -8.6518 -10.9794 -13.5379
H -5.0540 -6.8686 -20.4553
H -14.9982 -4.1628 -21.9883
H -5.7622 -3.4558 -13.0433
H -6.3373 -11.0878 -17.5690
H -8.4154 -8.3249 -23.5135
H -4.8191 -12.2946 -23.2495
H -7.9954 -6.5153 -11.6470
H -10.2918 -4.2569 -17.8119
H -8.2097 -8.7560 -11.5230
H -5.9516 -10.0329 -21.1434
H -7.3424 -12.2889 -11.6779

=====

Most stable to least stable, the ends of the list are (b) and (a).

=====

(a)
C8H15N | wB97M-V/def2-TZVPD

Properties
HOMO energy (alpha / beta), Eh: -0.260 / -0.260
Gap between HOMO and LUMO (alpha / beta), eV: 6.857 / 6.851
Total charge: 0

Geometry (Å):
N -0.3559 1.8152 -0.2822
C 1.8009 -0.0373 -1.3278
C 1.2708 -0.0853 0.0557
C -1.1222 0.7418 0.0903
C 2.1725 0.4344 1.1281
C -0.4561 -1.9323 -0.3644
C -2.4944 0.6022 -0.5323
C -0.0322 -0.6236 0.2713
C -0.8524 -0.0400 1.3750
H -0.2665 -1.9468 -1.4388
H 3.0605 -0.2109 1.1822
H -0.6478 2.6418 0.2521
H 2.5234 1.4409 0.8877
H -1.5268 -2.0985 -0.2359
H -1.6716 -0.6622 1.7262
H 1.0855 0.6080 -1.8750
H -0.3565 0.5270 2.1545
H -2.4126 0.5485 -1.6198
H 1.8323 -1.0222 -1.7978
H 2.7965 0.4038 -1.3963
H -3.0373 -0.2791 -0.1848
H -3.0903 1.4834 -0.2729
H 0.0713 -2.7740 0.0934
H 1.7086 0.4651 2.1115

=====

(b)
C8H15N | wB97M-V/def2-TZVPD

Properties
HOMO energy, Eh: -0.293
Gap between HOMO and LUMO, eV: 8.971
Total charge: 0
SMILES string: C[C@@H]1[C@@H]2N[C@@H](C)C[C@]12C

Geometry (Å):
N -0.7365 -0.6286 -1.0496
C -2.9247 -0.4358 0.1121
C -1.6410 0.2732 -0.2649
C 0.5682 0.4889 0.4800
C 1.5976 -0.5743 0.5801
C 0.2767 -0.9415 -0.0463
C 0.9472 1.4916 -0.6216
C -0.8319 0.8064 0.9806
C 2.9252 -0.5220 -0.0698
H 0.2928 2.2944 -0.9159
H 1.3383 0.9928 -1.5025
H 1.7746 1.9871 -0.1327
H -1.2568 -1.4605 -1.3410
H -0.2153 -1.5722 0.7045
H -1.0775 0.2600 1.8595
H -2.7111 -1.3415 0.6910
H -3.4969 -0.7438 -0.7699
H 2.9881 -0.0716 -1.0601
H 3.3449 -1.5179 -0.2014
H 1.5751 -1.2156 1.5037
H -3.5907 0.2089 0.7208
H 3.5789 0.0576 0.5875
H -1.9492 1.1536 -0.8860
H -0.9432 1.8502 1.1883

=====

(c)
C8H15N | wB97M-V/def2-TZVPD

Properties
HOMO energy (alpha / beta), Eh: -0.291 / -0.277
Gap between HOMO and LUMO (alpha / beta), eV: 8.204 / 7.239
Total charge: 0

Geometry (Å):
N -1.5378 -2.2878 -0.2407
C 1.0438 -0.3458 0.0334
C -1.5139 1.0712 1.2280
C 1.1559 -1.2864 1.2502
C -1.4809 0.2051 -0.0618
C -1.5931 -1.1341 -0.0985
C -1.5373 0.9952 -1.3479
C 1.5130 1.0662 0.0243
C 1.1700 -1.2076 -1.0971
H -2.5159 1.2859 1.5908
H 0.8756 -0.7622 2.1731
H -0.5399 1.0278 -1.8753
H -1.0090 2.0729 1.1856
H 1.0286 -2.2316 -0.9017
H 2.0907 -1.6240 1.4721
H -1.8425 1.9899 -1.0987
H 0.3529 -2.0787 1.2027
H 1.6554 1.4103 1.0573
H 2.5043 1.3010 -0.5612
H 2.2565 -1.2856 -1.4630
H -2.3457 0.5617 -1.9393
H 0.4573 -0.7519 -1.9148
H -1.0915 0.4510 1.9903
H 0.9035 1.5575 -0.6079

=====

(d)
C8H15N | wB97M-V/def2-TZVPD

Properties
HOMO energy, Eh: -0.254
Gap between HOMO and LUMO, eV: 7.587
Total charge: 0
SMILES string: C=C(C)/C=C\N.C=CC

Geometry (Å):
N -1.7338 -0.9945 0.1401
C -1.0125 -0.2046 -0.7750
C 1.0444 -2.1284 0.5745
C 1.0157 -1.2652 -0.6595
C -0.2330 1.9437 0.4099
C 0.3513 1.3173 1.6497
C -0.7765 1.1374 -0.6612
C -0.2699 3.2823 0.3063
C 0.8903 -1.8192 -1.8994
H -2.1183 -0.4666 0.9064
H 1.2195 0.7054 1.4032
H -0.9622 1.6959 -1.5729
H -1.2045 -0.5222 -1.8207
H 0.3733 -2.7567 -2.0430
H 0.1287 3.9269 1.0732
H 0.6526 -1.5962 1.4374
H -2.3424 -1.6769 -0.2904
H -0.3775 0.6929 2.1691
H 1.6490 -0.3875 -0.5796
H 0.6758 2.0905 2.3420
H 0.4242 -3.0116 0.4365
H -0.6906 3.7713 -0.5571
H 2.0696 -2.4276 0.7998
H 1.2269 -1.3063 -2.7892

=====

Most stable to least stable, the ends of the list are (d) and (c).